Computed, not measured: C10H14NO2Os as an isolated structure, with ωB97M-V with the def2-TZVPD basis set.

Cartesian coordinates (Å):
Os  -0.9559  -0.0897  0.2114
C  -2.2803  0.1357  -4.9884
C  -1.0708  -0.2980  -4.1307
C  -0.1909  -1.3239  -4.8369
C  -1.4879  -0.6650  -2.7434
C  -2.4042  0.1388  -2.0262
C  -2.9418  -0.2588  -0.7855
C  -2.5387  -1.5089  -0.1744
C  -3.2762  -2.0761  1.0123
C  -1.4945  -2.2417  -0.8483
C  -0.9973  -1.8283  -2.0789
H  -1.9246  0.3338  -5.9974
H  -2.7565  1.0479  -4.6324
H  -3.0262  -0.6578  -5.0467
H  -0.4697  0.6183  -3.9890
H  -0.7393  -2.2444  -5.0489
H  0.7145  -1.5692  -4.2798
H  0.1282  -0.9138  -5.7925
H  -2.7459  1.0727  -2.4570
H  -3.7510  0.3100  -0.3376
H  -2.8800  -1.7283  1.9711
H  -3.2084  -3.1633  1.0108
H  -4.3247  -1.7816  0.9736
H  -1.1473  -3.1672  -0.4010
H  -0.2548  -2.4425  -2.5733
O  3.9369  1.6557  2.6168
N  2.9952  1.3442  2.1315
O  2.0372  1.0272  1.6394

Charge = +3
HOMO-LUMO gap (alpha / beta) = 0.23751 / 0.24972 Eh
E_HOMO (alpha / beta) = -19.88 / -20.35 eV
Spin multiplicity = 5
LUMO energy (alpha / beta) = -0.493 / -0.498 hartree

Computed, not measured: a 3-piece molecular cluster, C3H13NO2 overall at a distorted geometry, with ωB97M-V with the def2-TZVPD basis set.

Cartesian coordinates (Å):
C  -1.1447  2.0485  -0.6282
C  0.1616  1.2882  -0.3675
C  0.3052  0.7441  1.1427
N  0.2804  -0.0624  -1.0912
H  -1.2310  2.2867  -1.7321
H  -2.0054  1.6001  -0.2597
H  -1.0123  3.0154  -0.0170
H  1.0446  1.8654  -0.5998
H  1.1149  0.1122  1.1489
H  0.2463  1.5747  1.8683
H  -0.4900  0.0148  1.4078
H  -0.0012  0.2134  -2.1018
H  -0.4352  -0.6689  -0.9138
O  -0.5131  -2.8570  -0.4882
H  0.1435  -2.8658  0.2839
H  -0.2375  -3.2868  -1.2679
O  1.4514  -2.0101  1.2002
H  0.8760  -1.7303  1.9274
H  1.4465  -1.2822  0.4883

Structure (SMILES) = CC(C)N.O.O
HOMO-LUMO gap = 0.39384 Eh
E_HOMO = -9.83 eV
Spin multiplicity = 1
LUMO energy = 0.033 hartree

Computed, not measured: an isolated ion of composition C3H9N2S and charge -1 at a distorted geometry, with ωB97M-V with the def2-TZVPD basis set.

Cartesian coordinates (Å):
N  -2.9355  -1.8677  0.1692
C  -2.0527  -0.6947  0.6325
N  -1.2121  -0.1724  -0.4080
C  0.1224  0.2719  0.1635
C  1.1681  0.6789  -0.8301
S  2.7384  0.9778  0.0475
H  -3.8519  -1.4335  0.2744
H  -2.7291  -1.8458  -0.8264
H  -2.6911  0.0806  1.0756
H  -1.4485  -1.1341  1.4210
H  -1.6319  0.6175  -0.8779
H  0.4535  -0.6584  0.6330
H  -0.0442  0.9983  0.9660
H  0.9010  1.5928  -1.3734
H  1.2375  -0.1398  -1.5495

Structure (SMILES) = NCNCC[S-]
Charge = -1
HOMO-LUMO gap = 0.21974 Eh
E_HOMO = -2.33 eV
Spin multiplicity = 1
LUMO energy = 0.134 hartree

Computed, not measured: a 12-piece molecular cluster, C20H64O22 overall at a distorted geometry, with ωB97M-V with the def2-TZVPD basis set.

Cartesian coordinates (Å):
O  -1.7525  -3.4314  -4.0894
C  -2.0393  -2.1537  -3.6196
C  -3.0189  -2.3236  -2.4769
O  -3.7533  -1.1636  -2.2220
H  -1.3094  -3.9797  -3.4057
H  -1.1585  -1.6945  -3.1742
H  -2.3850  -1.5209  -4.3761
H  -2.4095  -2.5571  -1.5891
H  -3.5871  -3.2229  -2.6626
H  -3.0662  -0.6132  -1.9428
O  -4.2608  -5.5510  1.4518
C  -2.9824  -5.1808  1.7440
C  -2.6781  -4.1300  0.7232
O  -1.3831  -3.5606  1.0738
H  -4.2742  -6.3516  0.9655
H  -3.0971  -4.7856  2.7492
H  -2.3578  -6.0334  1.8403
H  -3.4018  -3.3111  0.6430
H  -2.5576  -4.6284  -0.2107
H  -1.3720  -2.6900  0.6146
O  4.6868  -2.6501  -0.4106
C  3.7372  -3.6746  -0.6752
C  2.7413  -3.8458  0.4451
O  1.7260  -4.6554  0.0794
H  5.2827  -2.5665  -1.0367
H  3.2338  -3.5803  -1.5887
H  4.3610  -4.5811  -0.7267
H  2.1786  -2.9095  0.6671
H  3.1985  -4.1572  1.3868
H  1.0105  -4.5694  0.6803
O  1.7347  4.7593  -0.0380
C  0.5016  4.6121  0.6145
C  -0.5919  5.0937  -0.3899
O  -1.8758  4.8635  0.2455
H  2.2308  5.4909  0.3392
H  0.2570  3.5596  0.8118
H  0.4088  5.2072  1.4957
H  -0.5238  4.5357  -1.3245
H  -0.6848  6.1889  -0.5289
H  -2.4040  4.4380  -0.4061
O  1.3588  -1.5787  -2.1925
C  2.0144  -1.8271  -3.5004
C  1.3344  -2.9158  -4.2928
O  2.2278  -3.4688  -5.2543
H  1.9786  -1.4470  -1.4838
H  1.9286  -0.8476  -4.0011
H  3.0631  -2.0798  -3.4623
H  0.5166  -2.4660  -4.7588
H  0.9892  -3.7210  -3.6395
H  1.7654  -3.4914  -6.1182
O  -5.3050  -0.2530  0.9638
C  -3.9645  -0.5445  1.2110
C  -3.8827  -1.2244  2.6542
O  -2.5439  -1.1173  3.1019
H  -5.6891  -1.0972  0.7683
H  -3.5280  -1.1959  0.4465
H  -3.4401  0.4354  1.3266
H  -4.2266  -2.2396  2.5430
H  -4.6955  -0.8224  3.2583
H  -1.9646  -1.6507  2.6170
O  6.6674  5.0036  1.8978
C  5.4957  4.4154  2.2313
C  4.3798  5.3748  1.8110
O  3.1580  4.7969  2.2348
H  7.1309  4.5977  1.1524
H  5.6087  3.5357  1.6514
H  5.3333  4.2049  3.2910
H  4.3302  5.8665  0.8118
H  4.4512  6.3550  2.3192
H  3.2846  3.8718  1.8535
O  -1.9218  0.7134  -1.5403
C  -0.8762  1.1884  -2.2572
C  -1.4751  1.8235  -3.5212
O  -0.6136  2.8367  -3.9012
H  -1.5460  0.3707  -0.7354
H  -0.3790  1.9963  -1.6855
H  -0.0689  0.4935  -2.5130
H  -2.4325  2.2387  -3.4499
H  -1.7956  1.0497  -4.2843
H  0.2450  2.4917  -4.0628
O  -3.3760  1.4462  3.8938
C  -2.5579  2.6163  3.5802
C  -1.2299  2.3807  4.1805
O  -0.2363  3.2456  3.8216
H  -2.9379  0.5708  3.8976
H  -2.6346  2.6742  2.5435
H  -3.0133  3.5340  3.9701
H  -0.9832  1.3689  3.7811
H  -1.2057  2.2965  5.2232
H  0.4909  2.6437  3.5883
O  -0.7227  -1.3420  -0.2551
C  0.1081  -0.8442  0.7394
C  0.0786  0.7638  0.8542
O  0.6985  1.0963  2.0393
H  -0.2427  -1.6987  -1.0039
H  -0.1432  -1.4797  1.6200
H  1.0910  -1.1832  0.4793
H  -0.9674  1.1488  0.8082
H  0.5996  1.1492  0.0238
H  1.2860  1.7763  1.6941
O  3.2815  -0.1920  -0.6870
H  3.6065  -1.0347  -0.4008
H  3.1010  0.3717  0.0610
O  3.2915  2.0700  1.1488
H  4.1692  1.7806  0.9195
H  3.1710  2.4931  0.3123

Structure (SMILES) = OCCO.OCCO.OCCO.OCCO.OCCO.OCCO.OCCO.OCCO.OCCO.OCCO.O.O
HOMO-LUMO gap = 0.33296 Eh
E_HOMO = -9.43 eV
Spin multiplicity = 1
LUMO energy = -0.014 hartree

Computed, not measured: a 2-piece molecular cluster, C3H5I overall at a distorted geometry, with ωB97M-V with the def2-TZVPD basis set.

Cartesian coordinates (Å):
C  0.0420  0.8383  0.2178
C  -0.0620  -0.6185  0.4951
C  0.9748  -0.0987  -0.4520
I  3.0946  -0.0747  0.0032
H  -0.6076  1.2977  -0.4788
H  0.5763  1.5456  1.0091
H  0.2399  -1.1985  1.3191
H  -0.7562  -1.2432  -0.0693
H  0.8147  -0.7040  -2.0884

HOMO-LUMO gap = 0.33747 Eh
E_HOMO = -9.27 eV
Spin multiplicity = 1
LUMO energy = -0.003 hartree

Computed, not measured: a 2-piece molecular cluster, C3H7FO overall at a distorted geometry, with ωB97M-V with the def2-TZVPD basis set.

Cartesian coordinates (Å):
C  0.3013  1.8215  -1.3808
C  1.3486  1.0340  -1.1579
F  2.5748  1.3500  -1.4486
H  -0.6027  1.2613  -1.1301
H  0.2784  2.9634  -1.6615
H  1.3517  0.0181  -0.9513
C  -1.2189  -1.4238  1.2727
O  0.1669  -1.1354  0.9347
H  -1.8923  -0.4860  1.4754
H  -1.3566  -2.1130  2.0234
H  -1.6625  -1.8313  0.3791
H  0.7112  -1.4589  1.6450

Structure (SMILES) = C=CF.CO
HOMO-LUMO gap = 0.38074 Eh
E_HOMO = -9.53 eV
Spin multiplicity = 1
LUMO energy = 0.031 hartree